30
Properties=species:S:1:pos:R:3 method="wB97M-V/def2-TZVPD" lumo_energy_ev=-7.06 total_charge=+1 e_above_lowest_kcal_mol=30.61 e_tot_ev=-27468.0123
In 0.39 0.53 -1.34
C 1.96 3.20 0.99
C 1.37 3.96 2.03
C -0.05 3.68 2.48
O -0.71 4.39 3.36
C -0.83 2.68 1.95
C -0.29 1.83 0.90
C 1.26 2.03 0.52
O 1.77 1.28 -0.34
O -0.93 0.90 0.30
O 2.04 5.00 2.36
H 2.97 3.37 0.66
H -1.87 2.65 2.24
C 0.20 -3.32 0.67
C 0.31 -2.07 -0.17
C -0.63 -2.25 -1.43
O -0.43 -1.20 -2.35
C -1.24 -1.31 -3.52
N -0.15 -0.92 0.55
H 0.47 -4.26 0.19
H -0.80 -3.49 1.08
H 0.83 -3.26 1.56
H 1.35 -2.01 -0.50
H -1.68 -2.24 -1.11
H -0.35 -3.21 -1.85
H -1.09 -0.43 -4.15
H -2.29 -1.51 -3.29
H -1.02 -2.19 -4.13
H -1.00 -1.20 1.02
H 0.44 -0.64 1.32

24
Properties=species:S:1:pos:R:3 method="wB97M-V/def2-TZVPD" lumo_energy_ev=0.64 total_charge=0 e_above_lowest_kcal_mol=133.79 e_tot_ev=-12065.2702
C -1.16 0.93 -0.37
C -2.00 0.11 0.71
C -1.77 -1.40 0.35
C -0.54 -1.89 -0.46
C 0.63 -0.87 -0.20
C 2.05 -1.27 -0.17
C 3.03 -0.20 0.01
C 2.71 1.19 0.33
C 1.39 1.52 0.08
C 0.40 0.58 -0.15
H -2.44 2.06 -0.12
H -1.46 2.76 -1.55
H -1.40 0.24 -1.35
H -1.51 0.10 1.90
H -3.12 0.43 0.77
H -1.44 -1.88 1.32
H -2.64 -1.96 -0.17
H 0.09 -2.81 -0.22
H -0.77 -1.73 -1.47
H 2.50 -2.28 -0.20
H 4.09 -0.42 0.54
H 3.50 1.81 0.63
H 1.21 2.59 0.03
N -1.34 2.41 -0.23

24
Properties=species:S:1:pos:R:3 method="wB97M-V/def2-TZVPD" lumo_energy_ev=0.81 total_charge=0 e_above_lowest_kcal_mol=187.14 e_tot_ev=-12062.9565
C 3.54 -0.61 0.31
C 2.11 -0.25 -0.33
C 1.93 1.04 -0.20
C 0.67 1.66 -0.06
C -0.37 0.73 -0.05
C -1.68 1.50 0.16
C -2.81 0.50 -0.25
C -1.56 -1.63 -0.08
C -0.21 -0.74 -0.27
C 1.02 -1.20 -0.49
H 3.70 -1.69 0.99
H 4.21 -0.82 -0.73
H 3.74 0.51 1.19
H 3.01 1.39 0.00
H 0.56 2.69 -0.20
H -1.66 2.20 -0.63
H -2.03 2.02 1.17
H -3.86 1.15 -0.34
H -2.45 0.17 -1.40
H -2.63 -0.98 1.47
H -1.73 -2.41 0.66
H -1.92 -1.96 -1.16
H 1.29 -2.24 -0.06
N -2.87 -1.04 0.29

25
Properties=species:S:1:pos:R:3 method="wB97M-V/def2-TZVPD" lumo_energy_ev=-2.97 total_charge=+1 e_above_lowest_kcal_mol=101.84 smiles=C#C[C@@H](c1cccnc1)[NH+](C)C e_tot_ev=-13550.9181
C -1.02 -3.19 0.55
C -0.72 -2.04 0.61
C -0.13 -0.68 0.70
C 1.37 -0.62 0.38
C 1.79 -0.78 -0.89
C 3.07 -0.30 -1.17
C 3.80 0.41 -0.25
N 3.43 0.46 1.03
C 2.23 -0.10 1.36
N -0.89 0.22 -0.23
C -2.38 0.24 -0.02
C -0.37 1.64 -0.03
H -1.57 -4.14 0.48
H -0.21 -0.43 1.75
H 1.28 -1.11 -1.74
H 3.42 -0.17 -2.15
H 4.65 1.08 -0.50
H 1.92 -0.07 2.48
H -0.57 -0.13 -1.15
H -2.91 -0.58 -0.54
H -2.62 0.04 1.05
H -2.91 1.18 -0.40
H -0.69 1.90 0.91
H 0.69 1.44 -0.15
H -0.77 2.38 -0.87

26
Properties=species:S:1:pos:R:3 method="wB97M-V/def2-TZVPD" lumo_energy_ev="-3.37 / -6.80" total_charge=+1 e_above_lowest_kcal_mol=7.78 e_tot_ev=-24384.7178 multiplicity=3
C 2.42 0.17 1.15
C 2.67 0.23 -0.17
C 1.15 -0.14 1.61
C 1.84 -0.38 -1.09
C 0.09 -0.46 0.60
C 0.62 -0.80 -0.72
C -2.07 -1.39 1.07
C -2.92 -0.24 0.64
C -0.35 -1.56 -1.71
C 0.01 2.21 0.28
N -0.83 -1.44 1.16
N -0.61 0.91 0.29
S -2.06 0.85 -0.58
H 3.07 0.54 1.90
H 3.50 0.73 -0.52
H 0.81 -0.14 2.59
H 2.12 -0.75 -2.04
H -2.67 -2.32 1.34
H -3.76 -0.56 0.04
H -3.21 0.38 1.39
H -1.25 -1.74 -1.11
H -0.53 -0.93 -2.53
H 0.21 -2.39 -2.04
H -0.77 2.86 -0.04
H 0.50 2.51 1.20
H 0.82 2.39 -0.42

27
Properties=species:S:1:pos:R:3 method="wB97M-V/def2-TZVPD" lumo_energy_ev="-3.57 / -3.57" total_charge=+1 e_above_lowest_kcal_mol=108.26 e_tot_ev=-35218.6848
C 1.19 -0.56 1.66
C 0.25 -0.71 2.74
C 0.67 0.01 0.57
C -0.93 -0.10 2.55
C -0.75 -2.96 -0.09
C 0.69 1.31 -3.96
C -0.60 -1.96 -0.87
C 0.07 0.09 -2.03
C -2.13 0.23 3.31
C 1.87 2.11 -1.08
N -0.01 0.56 -3.28
N -0.64 -1.06 -1.77
S -0.97 0.59 0.93
S 1.51 0.26 -0.93
H 2.13 -0.91 1.83
H 0.44 -1.15 3.76
H -0.59 -4.01 -0.28
H -1.22 -2.70 0.94
H 0.21 1.68 -4.91
H 1.73 1.83 -3.77
H -2.99 -0.33 2.84
H -1.86 -0.05 4.29
H -2.27 1.27 3.24
H 1.99 2.35 -2.12
H 2.64 2.39 -0.48
H 0.98 2.69 -0.60
H -1.41 -0.85 -2.49

39
Properties=species:S:1:pos:R:3 method="wB97M-V/def2-TZVPD" lumo_energy_ev="-0.41 / -0.41" total_charge=0 e_above_lowest_kcal_mol=51.10 e_tot_ev=-121510.2685
Pt 1.07 -0.43 0.08
N 1.96 0.57 3.43
C 1.13 -0.47 3.36
N 0.71 -0.99 2.24
C -0.08 -2.10 2.44
C -0.29 -2.42 3.74
S 0.54 -1.31 4.78
C -0.55 -2.80 1.25
C -1.05 -4.06 1.14
S -1.27 -4.48 -0.52
C -0.65 -2.90 -0.98
N -0.38 -2.16 0.05
N -0.59 -2.46 -2.25
H 2.08 1.11 2.58
H 2.09 1.05 4.30
H -0.86 -3.22 4.15
H -1.26 -4.76 1.91
H -0.50 -3.18 -2.96
H 0.11 -1.71 -2.37
C -1.85 3.93 -2.15
N -1.17 3.13 -1.16
C -0.37 3.72 -0.12
C 0.18 2.46 0.58
O 0.94 2.42 1.51
N -0.36 1.38 -0.06
C -1.06 1.80 -1.11
N -1.66 0.95 -1.95
H -2.16 4.86 -1.68
H -2.75 3.41 -2.49
H -1.21 4.15 -3.01
H -0.96 4.32 0.58
H 0.45 4.33 -0.52
H -1.33 0.00 -1.88
H -1.93 1.27 -2.86
O 1.24 -0.21 -2.15
Se 2.67 -1.11 -2.06
O 3.74 -0.57 -3.07
O 3.12 -0.90 -0.47
O 2.24 -2.62 -2.30

25
Properties=species:S:1:pos:R:3 method="wB97M-V/def2-TZVPD" lumo_energy_ev=0.61 total_charge=0 e_above_lowest_kcal_mol=43.13 smiles=Cc1c[nH]c2ccccc12.CO e_tot_ev=-14116.5640
C 0.35 -2.72 2.28
C 0.25 -1.45 1.45
C 0.79 -0.13 1.68
N 0.50 0.65 0.59
C -0.34 0.02 -0.22
C -1.00 0.39 -1.45
C -2.06 -0.40 -1.98
C -2.33 -1.62 -1.42
C -1.44 -2.10 -0.39
C -0.47 -1.38 0.28
H 0.88 -3.55 1.85
H -0.73 -3.07 2.43
H 0.78 -2.38 3.23
H 1.20 0.34 2.59
H 0.80 1.68 0.51
H -0.85 1.42 -1.87
H -2.70 -0.10 -2.80
H -3.08 -2.41 -1.92
H -1.69 -3.05 0.08
C 2.71 3.90 -0.61
O 1.63 3.06 -0.34
H 2.31 4.73 -1.20
H 3.28 4.10 0.34
H 3.37 3.38 -1.20
H 1.13 2.76 -1.17

Copy entry 8 word for word.
25
Properties=species:S:1:pos:R:3 method="wB97M-V/def2-TZVPD" lumo_energy_ev=0.61 total_charge=0 e_above_lowest_kcal_mol=43.13 smiles=Cc1c[nH]c2ccccc12.CO e_tot_ev=-14116.5640
C 0.35 -2.72 2.28
C 0.25 -1.45 1.45
C 0.79 -0.13 1.68
N 0.50 0.65 0.59
C -0.34 0.02 -0.22
C -1.00 0.39 -1.45
C -2.06 -0.40 -1.98
C -2.33 -1.62 -1.42
C -1.44 -2.10 -0.39
C -0.47 -1.38 0.28
H 0.88 -3.55 1.85
H -0.73 -3.07 2.43
H 0.78 -2.38 3.23
H 1.20 0.34 2.59
H 0.80 1.68 0.51
H -0.85 1.42 -1.87
H -2.70 -0.10 -2.80
H -3.08 -2.41 -1.92
H -1.69 -3.05 0.08
C 2.71 3.90 -0.61
O 1.63 3.06 -0.34
H 2.31 4.73 -1.20
H 3.28 4.10 0.34
H 3.37 3.38 -1.20
H 1.13 2.76 -1.17